Here is a structure of composition C36H28BrCrN7O4PS from the Open Molecules 2025 dataset. Energies are from ωB97M-V with the def2-TZVPD basis set.

## Properties
DFT total energy, eV: -174997.00573
Charge: 0
Spin multiplicity: 4
HOMO level (spin up / spin down), eV: -6.941 / -7.060
Lowest unoccupied orbital energy (spin up / spin down), Eh: 0.0073 / 0.0026

Last column: Mulliken spin population.
Geometry (Å):
Cr: 1.01 0.27 -0.16  3.110
O: 0.88 -0.90 3.27  -0.006
C: 0.12 -0.83 2.32  0.010
O: 0.47 -1.08 1.09  0.098
C: -1.37 -0.55 2.51  0.028
C: -1.94 -0.76 3.76  0.001
C: -3.30 -0.61 4.02  -0.001
C: -4.08 -0.32 2.93  0.000
C: -3.58 -0.06 1.65  -0.002
C: -2.21 -0.16 1.43  -0.036
P: -1.49 0.11 -0.23  0.006
C: -1.76 -1.48 -1.08  0.001
C: -1.71 -2.73 -0.41  0.003
C: -1.95 -3.93 -1.09  0.001
C: -2.09 -3.92 -2.48  -0.004
C: -2.08 -2.70 -3.14  0.004
C: -1.91 -1.49 -2.47  -0.001
C: -2.65 1.26 -1.07  -0.013
C: -2.31 2.61 -1.21  0.009
C: -3.25 3.55 -1.62  0.002
C: -4.52 3.13 -2.02  0.000
C: -4.81 1.77 -2.02  0.000
C: -3.94 0.85 -1.47  -0.003
H: -1.29 -1.16 4.55  0.000
H: -3.61 -0.81 5.02  0.000
H: -5.14 -0.22 3.12  0.000
H: -4.27 0.12 0.86  0.000
H: -1.43 -2.76 0.65  -0.001
H: -1.89 -4.81 -0.47  0.000
H: -2.21 -4.82 -3.06  0.000
H: -2.16 -2.60 -4.21  0.000
H: -1.88 -0.58 -3.05  0.000
H: -1.30 2.98 -1.07  -0.002
H: -2.98 4.62 -1.64  0.000
H: -5.28 3.82 -2.37  0.000
H: -5.76 1.46 -2.43  0.000
H: -4.18 -0.16 -1.41  0.000
Br: 2.10 -4.47 1.68  0.000
C: 1.97 -4.32 -0.21  0.001
C: 2.37 -5.42 -0.97  0.000
C: 2.19 -5.32 -2.35  0.000
C: 1.92 -4.03 -2.87  -0.001
C: 1.63 -3.01 -1.98  0.011
N: 1.59 -3.18 -0.70  -0.002
C: 1.36 -1.63 -2.53  -0.009
O: 1.62 -1.36 -3.70  0.007
O: 0.77 -0.77 -1.73  -0.082
H: 2.79 -6.31 -0.52  0.000
H: 2.41 -6.18 -2.97  0.000
H: 1.86 -3.80 -3.93  0.000
C: -0.40 2.87 1.54  0.007
C: 0.93 2.44 2.12  0.015
C: 1.32 2.99 3.37  -0.003
C: 2.47 2.61 3.94  0.005
C: 3.31 1.72 3.24  0.001
C: 4.55 1.35 3.75  0.010
C: 5.35 0.45 3.09  -0.006
C: 4.94 -0.07 1.90  0.009
C: 3.76 0.32 1.30  -0.007
S: 3.29 -0.22 -0.27  -0.088
C: 2.89 1.21 1.97  0.044
N: 1.64 1.55 1.45  -0.064
H: -0.49 3.95 1.61  0.003
H: -1.17 2.48 2.19  0.001
H: -0.61 2.52 0.56  -0.003
H: 0.67 3.74 3.83  0.001
H: 2.80 2.95 4.93  0.000
H: 4.90 1.79 4.68  0.000
H: 6.28 0.15 3.56  0.000
H: 5.57 -0.78 1.39  0.001
N: 2.03 4.89 -2.69  -0.001
N: 1.72 3.57 -2.59  0.005
N: 1.58 2.69 -3.58  -0.003
C: 1.39 1.57 -2.97  0.021
N: 1.40 1.78 -1.58  -0.092
N: 1.62 3.03 -1.37  0.017
H: 3.03 5.06 -2.83  0.000
H: 1.39 5.41 -3.31  0.000
H: 1.15 0.63 -3.41  0.000

---

Here is a structure of composition C36H28CoN11O3 from the Open Molecules 2025 dataset. Energies are from ωB97M-V with the def2-TZVPD basis set.

## Properties
DFT total energy, eV: -97931.69087
Charge: +2
Spin multiplicity: 5
HOMO level (spin up / spin down), eV: -13.048 / -13.048
Lowest unoccupied orbital energy (spin up / spin down), Eh: -0.2349 / -0.2832

Last column: Mulliken spin population.
Geometry (Å):
Co: 4.55 15.88 12.41  2.842
C: -4.06 15.88 15.80  0.001
O: -3.12 16.40 14.84  0.012
C: -2.26 17.37 15.22  0.032
C: -1.51 17.95 14.16  -0.012
C: -0.62 18.96 14.38  0.019
C: -0.50 19.45 15.69  0.066
C: -1.22 18.92 16.76  0.032
C: -2.10 17.86 16.53  -0.005
N: 0.38 20.52 15.95  0.075
N: 1.31 20.80 15.24  0.255
C: 2.10 20.04 14.41  0.170
C: 2.44 20.55 13.17  0.037
C: 3.20 19.80 12.29  0.033
C: 3.65 18.51 12.62  0.134
O: 4.35 17.78 11.83  0.171
C: 3.35 18.00 13.95  0.024
N: 3.77 16.74 14.24  0.080
C: 3.53 16.25 15.44  -0.023
C: 2.88 17.00 16.43  0.017
C: 2.42 18.26 16.16  0.001
C: 2.61 18.77 14.86  -0.007
H: -4.63 15.16 15.23  0.000
H: -4.74 16.68 16.13  -0.001
H: -3.53 15.39 16.61  0.000
H: -1.72 17.55 13.19  -0.001
H: -0.11 19.45 13.54  -0.003
H: -1.10 19.33 17.75  -0.001
H: -2.66 17.40 17.34  0.000
H: 2.08 21.52 12.89  -0.005
H: 3.48 20.25 11.35  -0.004
H: 3.87 15.22 15.60  -0.004
H: 2.70 16.54 17.39  0.000
H: 1.94 18.82 16.96  0.005
C: 1.27 11.99 14.77  0.000
N: 2.42 12.65 14.14  -0.002
C: 2.56 13.85 13.62  -0.011
N: 3.80 14.04 13.15  0.029
C: 4.41 12.84 13.47  -0.003
N: 3.61 12.00 14.02  0.004
C: -0.03 12.17 14.00  0.000
C: -1.25 12.05 14.65  0.000
C: -2.44 12.13 13.93  0.000
C: -2.43 12.35 12.56  0.000
C: -1.20 12.46 11.91  0.000
C: -0.01 12.35 12.63  0.000
C: -1.16 12.72 10.47  0.000
N: -2.13 12.94 9.69  0.000
N: -1.56 13.27 8.47  0.000
C: -0.31 13.25 8.64  0.000
O: 0.03 12.90 9.89  0.000
C: 0.76 13.62 7.73  0.000
C: 0.39 14.20 6.53  0.000
C: 1.36 14.58 5.62  0.000
C: 2.72 14.42 5.92  0.000
C: 3.07 13.84 7.12  0.000
C: 4.52 13.59 7.50  0.000
N: 4.96 14.46 8.60  0.000
C: 4.75 14.33 9.91  -0.001
N: 5.18 15.41 10.56  0.038
C: 5.65 16.21 9.51  0.001
N: 5.53 15.64 8.36  0.004
C: 2.10 13.44 8.03  0.000
H: 1.15 12.38 15.80  0.000
H: 1.61 10.95 14.81  0.000
H: 1.75 14.56 13.59  0.001
H: 5.44 12.59 13.30  -0.002
H: -1.31 11.82 15.71  0.000
H: -3.38 12.01 14.43  0.000
H: -3.36 12.46 12.02  0.000
H: 0.92 12.38 12.09  0.000
H: -0.65 14.36 6.31  0.000
H: 1.06 15.04 4.70  0.000
H: 3.47 14.78 5.24  0.000
H: 5.20 13.80 6.69  0.000
H: 4.68 12.56 7.84  0.000
H: 4.29 13.43 10.30  0.002
H: 6.02 17.20 9.66  0.000
H: 2.43 12.95 8.93  0.000

---

Here is a structure of composition C36H28I2N2O2PZr from the Open Molecules 2025 dataset. Energies are from ωB97M-V with the def2-TZVPD basis set.

## Properties
DFT total energy, eV: -71604.34165
Charge: +3
HOMO level, eV: -15.859
Lowest unoccupied orbital energy, Eh: -0.4273

Last column: Mulliken charge in e.
Geometry (Å):
Zr: -0.17 0.41 0.81  0.395
C: -2.56 -3.39 2.45  -0.982
C: -1.82 -2.57 3.48  0.517
N: -1.59 -3.17 4.67  -0.447
C: -1.09 -2.39 5.65  -0.622
C: -0.54 -1.17 5.51  0.447
C: 0.01 -0.47 6.70  -0.798
O: -0.24 0.98 6.61  -0.551
C: -0.68 -0.51 4.26  -0.018
C: 0.03 0.73 4.02  -0.225
N: 0.15 1.27 2.80  0.173
C: 0.58 2.55 2.45  1.440
C: 1.50 3.31 3.17  -0.765
C: 1.80 4.60 2.73  -0.605
C: 1.15 5.10 1.60  -0.612
C: 0.24 4.35 0.86  -0.302
C: 0.12 3.00 1.18  -0.660
I: -2.29 2.18 0.58  0.276
C: -1.25 -1.26 3.15  0.621
O: -1.24 -0.92 1.85  -0.785
H: -3.22 -4.12 2.91  0.417
H: -1.84 -4.00 1.83  0.049
H: -3.15 -2.72 1.80  0.317
H: -1.00 -2.89 6.63  0.387
H: 1.12 -0.60 6.82  0.271
H: -0.45 -0.97 7.57  0.549
H: -0.52 1.28 7.51  0.341
H: 0.68 1.14 4.80  0.500
H: 1.87 2.89 4.12  0.442
H: 2.42 5.27 3.30  0.513
H: 1.34 6.13 1.32  0.448
H: -0.26 4.77 -0.01  0.499
I: 1.58 -2.00 0.27  -0.027
C: 0.25 -3.18 -1.11  -0.061
C: 0.05 -4.48 -0.71  -0.225
C: -0.33 -5.46 -1.65  -0.954
C: -0.31 -5.19 -3.00  -0.833
C: -0.01 -3.85 -3.44  0.506
C: 0.28 -3.58 -4.79  -0.578
C: 0.63 -2.27 -5.15  -0.930
C: 0.44 -1.21 -4.29  -0.728
C: 0.03 -1.43 -2.98  0.542
P: -0.26 -0.02 -1.94  1.683
C: 1.37 0.77 -1.83  0.771
C: 2.62 0.19 -2.17  -0.557
C: 3.82 0.85 -1.93  -0.656
C: 3.84 2.14 -1.38  -0.964
C: 2.61 2.73 -1.04  -1.124
C: 1.39 2.11 -1.32  -0.911
C: -1.21 1.14 -3.02  0.822
C: -2.56 0.87 -3.19  -0.740
C: -3.33 1.64 -4.03  -0.620
C: -2.79 2.80 -4.60  -0.640
C: -1.44 3.12 -4.38  -0.890
C: -0.61 2.26 -3.65  -0.220
C: 0.01 -2.78 -2.47  0.680
H: 0.19 -4.80 0.34  0.425
H: -0.50 -6.47 -1.32  0.428
H: -0.58 -5.92 -3.77  0.419
H: 0.29 -4.42 -5.57  0.354
H: 0.89 -2.02 -6.16  0.446
H: 0.75 -0.22 -4.59  0.544
H: 2.66 -0.75 -2.75  0.412
H: 4.72 0.39 -2.32  0.497
H: 4.75 2.61 -1.10  0.493
H: 2.55 3.67 -0.52  0.488
H: 0.47 2.60 -1.17  1.528
H: -2.98 0.01 -2.70  0.482
H: -4.37 1.37 -4.25  0.447
H: -3.43 3.47 -5.11  0.458
H: -1.02 4.02 -4.78  0.496
H: 0.45 2.45 -3.56  0.508